(1)
The following is a quantum chemistry calculation of a single C7H14N2O2 molecule, from the OMol25 dataset.

Geometry as XYZ:
```
25
C7H14N2O2, DFT ωB97M-V/def2-TZVPD
C 1.315 2.142 0.474
C 0.133 -0.638 0.327
C 1.635 -0.289 -0.095
C -1.027 0.239 -0.118
C 2.610 -0.999 0.943
C -1.175 0.547 -1.570
C -2.249 -0.625 0.128
N -1.085 1.338 0.838
N 1.985 1.159 -0.012
O 3.180 1.435 -0.522
O -1.751 2.535 0.390
H 1.650 3.163 0.399
H -0.037 -1.544 -0.128
H 0.103 -0.518 1.418
H 2.030 -0.516 -1.016
H 3.624 -0.616 0.683
H 2.492 -2.180 0.881
H 2.284 -0.683 2.038
H -2.134 1.151 -1.779
H -1.337 -0.354 -2.019
H -0.325 1.004 -2.126
H -2.005 -1.633 -0.457
H -3.191 -0.176 -0.349
H -2.311 -0.845 1.188
H -1.849 2.985 1.238
```

- HOMO energy (alpha / beta): -8.56 / -8.70 eV
- Kohn-Sham gap (alpha / beta): 8.005 / 8.736 eV
- Spin multiplicity: 1
- LUMO (alpha / beta): -0.56 / 0.03 eV
- Energy above the lowest of the compared OMol25 structures with the same formula, charge and spin: 8.176 eV
- E_tot: -14552.6034 eV

---

(2)
The following is a quantum chemistry calculation of a gas-phase ion, C7H14N2O2PS (charge +1), from the OMol25 dataset.

Geometry as XYZ:
```
27
C7H14N2O2PS, DFT ωB97M-V/def2-TZVPD
C 2.576 -2.192 0.317
C 3.312 1.587 -0.071
C 3.825 -1.472 0.206
C -3.958 1.139 -0.329
C -1.737 -1.187 0.315
C -2.383 1.215 -0.380
C -1.969 0.278 0.648
N 1.380 -1.751 0.419
N 2.639 0.512 0.342
O 4.328 1.527 -0.674
O 0.751 -0.104 -1.266
P 1.219 -0.108 0.233
S -0.297 0.933 1.263
H 2.765 -3.206 0.493
H 2.854 2.544 0.447
H 4.659 -1.465 0.923
H 4.122 -1.424 -0.836
H -4.292 1.729 -1.258
H -4.269 0.061 -0.354
H -4.172 1.718 0.559
H -0.977 -1.372 -0.529
H -2.611 -1.650 -0.047
H -1.323 -1.823 1.097
H -2.185 2.314 -0.069
H -2.093 1.105 -1.460
H -2.625 0.246 1.511
H 0.465 0.847 -1.500
```

- HOMO energy: -13.55 eV
- Kohn-Sham gap: 7.440 eV
- Spin multiplicity: 1
- LUMO: -6.11 eV
- Net charge: +1
- Energy above the lowest of the compared OMol25 structures with the same formula, charge and spin: 3.055 eV
- E_tot: -34675.6785 eV

---

(3)
The following is a quantum chemistry calculation of 2 unconnected molecules or ions with the total composition C7H14N2O2S, from the OMol25 dataset.

Geometry as XYZ:
```
26
C7H14N2O2S, DFT ωB97M-V/def2-TZVPD
C -3.126 0.203 -0.608
C -1.795 -0.043 0.039
C 0.339 1.080 1.122
C 0.275 0.859 2.482
C 1.404 0.300 0.353
C 1.403 0.386 -1.301
C 1.910 -0.987 -1.789
H -3.010 0.203 -1.778
H -3.912 -0.605 -0.581
H -3.294 1.210 -0.377
H -1.501 1.826 0.710
H 0.770 2.179 0.962
H -0.728 1.241 2.914
H 0.991 1.583 3.267
H 0.559 -1.568 0.970
H 2.347 0.658 0.778
H 1.352 -0.751 0.522
H 1.932 1.205 -1.871
H 0.393 0.540 -1.732
H 1.478 -3.012 -2.019
H 0.278 -2.199 -1.244
N -0.984 1.005 0.313
N 0.940 -2.058 -2.107
O -1.366 -1.200 0.118
O 3.085 -0.949 -2.081
S 0.260 -1.104 2.936
```

- HOMO energy: -8.61 eV
- Kohn-Sham gap: 8.115 eV
- Spin multiplicity: 1
- LUMO: -0.50 eV
- Energy above the lowest of the compared OMol25 structures with the same formula, charge and spin: 5.360 eV
- E_tot: -25391.0537 eV

---

(4)
The following is a quantum chemistry calculation of 2 unconnected molecules or ions with the total composition C7H14N2O3S, from the OMol25 dataset.

Geometry as XYZ:
```
27
C7H14N2O3S, DFT ωB97M-V/def2-TZVPD
C 1.813 0.336 0.516
C 1.393 0.091 1.746
C 0.057 -1.081 0.439
C -0.786 -2.123 -0.075
C 1.354 -0.811 -1.714
C -0.369 -1.113 2.791
C -1.399 1.483 0.169
N 1.057 -0.394 -0.340
N 0.308 -0.844 1.707
O -1.416 1.240 -2.412
O -2.031 3.501 -1.607
O 0.240 2.739 -1.608
S -1.272 2.267 -1.442
H 2.629 1.090 0.323
H 1.680 0.126 2.832
H -1.757 -1.683 -0.560
H -1.172 -2.758 0.785
H -0.164 -2.725 -0.757
H 2.107 -0.202 -2.085
H 1.611 -1.918 -1.584
H 0.541 -0.581 -2.416
H -0.960 -2.011 2.751
H 0.145 -0.788 3.668
H -2.464 1.392 0.322
H -0.977 0.529 0.016
H -0.714 2.027 0.871
H 0.547 2.209 -2.334
```

- HOMO energy (alpha / beta): -6.26 / -6.26 eV
- Kohn-Sham gap (alpha / beta): 6.709 / 6.708 eV
- Spin multiplicity: 1
- LUMO (alpha / beta): 0.45 / 0.45 eV
- Energy above the lowest of the compared OMol25 structures with the same formula, charge and spin: 5.045 eV
- E_tot: -27439.6464 eV

---

(5)
The following is a quantum chemistry calculation of a gas-phase ion, C7H14N3 (charge +1), from the OMol25 dataset.

Geometry as XYZ:
```
24
C7H14N3, DFT ωB97M-V/def2-TZVPD
C 1.874 -0.868 -0.702
C 1.250 -0.785 -2.043
C 1.346 -0.333 0.350
C -0.098 -1.023 2.101
C 0.788 1.154 2.187
C -2.157 -0.402 -1.525
C -0.546 1.374 -0.972
N 0.032 -0.548 -2.202
N 0.818 -0.107 1.475
N -0.746 -0.080 -1.197
H 2.857 -1.229 -0.596
H 1.651 -1.260 -2.966
H 0.009 -2.097 1.595
H 0.352 -1.202 3.109
H -1.058 -0.548 1.990
H -0.190 1.578 1.978
H 0.905 1.059 3.273
H 1.702 1.861 1.948
H -2.707 -0.629 -0.635
H -2.424 0.369 -2.188
H -2.122 -1.249 -2.301
H -1.515 1.840 -0.770
H 0.047 1.379 -0.025
H -0.069 1.746 -1.884
```

- HOMO energy: -12.33 eV
- Kohn-Sham gap: 8.383 eV
- Spin multiplicity: 1
- LUMO: -3.95 eV
- SMILES: CN(C)/N=C\C=C=[N+](C)C
- Net charge: +1
- Energy above the lowest of the compared OMol25 structures with the same formula, charge and spin: 5.946 eV
- E_tot: -11944.9733 eV

---

(6)
The following is a quantum chemistry calculation of a gas-phase ion, C7H14N3 (charge +1), from the OMol25 dataset.

Geometry as XYZ:
```
24
C7H14N3, DFT ωB97M-V/def2-TZVPD
C 0.679 -1.029 -0.015
C 1.911 -0.444 -0.041
C 0.423 1.214 0.173
C 3.257 -1.052 -0.139
C -0.230 2.519 0.311
C -2.264 -0.055 -1.117
C -2.088 -1.336 0.913
N -0.270 -0.058 0.110
N 1.711 0.910 0.064
N -1.640 -0.159 0.194
H 0.434 -2.071 -0.063
H 3.847 -0.573 -0.919
H 3.794 -0.952 0.807
H 3.166 -2.110 -0.366
H 0.486 3.267 0.642
H -0.658 2.847 -0.638
H -1.051 2.451 1.024
H -2.063 0.924 -1.543
H -1.906 -0.835 -1.800
H -3.337 -0.167 -0.989
H -1.456 -1.514 1.778
H -3.099 -1.131 1.259
H -2.107 -2.235 0.286
H 2.462 1.588 0.067
```

- HOMO energy: -12.92 eV
- Kohn-Sham gap: 10.174 eV
- Spin multiplicity: 1
- LUMO: -2.75 eV
- SMILES: Cc1cn(N(C)C)c(C)[nH+]1
- Net charge: +1
- Energy above the lowest of the compared OMol25 structures with the same formula, charge and spin: 1.215 eV
- E_tot: -11949.7049 eV

---

(7)
The following is a quantum chemistry calculation of a gas-phase ion, C7H14N3O (charge +1), from the OMol25 dataset.

Geometry as XYZ:
```
25
C7H14N3O, DFT ωB97M-V/def2-TZVPD
C 1.708 1.160 0.493
C 1.015 -1.122 1.618
C 0.024 -1.559 0.548
C 0.590 1.539 -1.852
C 2.003 -0.174 1.055
C -1.079 -0.529 0.093
C -2.620 -0.893 0.314
N 1.429 1.993 -0.404
N -0.627 1.099 -1.598
N -0.759 -0.226 -1.268
O 2.136 1.130 1.679
H 0.679 -0.574 2.427
H 1.638 -1.913 2.102
H 0.443 -1.652 -0.388
H -0.512 -2.541 0.894
H 0.696 2.604 -2.345
H 1.283 0.792 -2.039
H 2.883 -0.801 0.746
H -1.131 0.456 0.579
H -2.871 -1.494 -0.547
H -3.025 0.097 0.308
H -2.672 -1.382 1.173
H 1.537 3.004 -0.336
H -1.419 1.560 -1.241
H -1.349 -0.574 -2.008
```

- HOMO energy: -13.26 eV
- Kohn-Sham gap: 10.431 eV
- Spin multiplicity: 1
- LUMO: -2.83 eV
- SMILES: C[C@H]1CC[C@@H]2O/C2=[NH+]/CNN1
- Net charge: +1
- Energy above the lowest of the compared OMol25 structures with the same formula, charge and spin: 5.429 eV
- E_tot: -13992.3739 eV

---

(8)
The following is a quantum chemistry calculation of a gas-phase ion, C7H14N3O (charge +1), from the OMol25 dataset.

Geometry as XYZ:
```
25
C7H14N3O, DFT ωB97M-V/def2-TZVPD
C 0.872 -0.165 -0.663
C 1.015 1.162 -1.017
C -1.909 2.349 0.583
C 1.886 -1.253 -1.122
C 2.164 1.656 -1.889
C -1.523 -1.511 1.613
C -0.790 -1.725 0.241
N 0.106 2.124 -0.714
N -0.745 2.188 0.166
N -2.253 3.120 1.812
O -0.199 -0.438 0.075
H 1.759 -2.170 -0.555
H 2.868 -0.710 -0.859
H 1.952 -1.629 -2.212
H 2.719 2.547 -1.410
H 1.775 1.852 -2.832
H 2.903 0.899 -1.796
H -2.274 -2.353 1.649
H -0.790 -1.667 2.491
H -2.003 -0.572 1.752
H -1.476 -1.814 -0.564
H -0.024 -2.566 0.150
H -3.213 3.484 1.604
H -1.526 3.796 2.154
H -2.465 2.461 2.574
```

- HOMO energy (alpha / beta): -11.38 / -11.38 eV
- Kohn-Sham gap (alpha / beta): 7.111 / 7.107 eV
- Spin multiplicity: 1
- LUMO (alpha / beta): -4.27 / -4.27 eV
- Net charge: +1
- Energy above the lowest of the compared OMol25 structures with the same formula, charge and spin: 6.004 eV
- E_tot: -13991.7995 eV